1.
Here is C34H31Cl2GeN4O2STc as an isolated structure in a non-equilibrium geometry from the Open Molecules 2025 dataset. Energies are from ωB97M-V with the def2-TZVPD basis set.

Geometry as XYZ:
```
76
Properties=species:S:1:pos:R:3:forces:R:3:lowdin_charge:R:1
Tc 13.9603 12.5651 13.4962 1.2 -1.7 0.2 1.39
N 10.6577 15.3143 13.1137 -1.7 0.6 -0.5 0.14
C 11.7528 14.6300 13.3888 0.6 1.6 0.2 -0.67
S 12.5690 13.8712 11.9435 -0.1 -0.6 0.9 0.97
N 12.3161 14.7850 14.5307 -0.1 -0.7 0.1 0.04
N 13.4095 13.9768 14.7899 2.3 1.7 2.2 -0.18
C 14.2532 14.4095 15.7850 -2.0 -0.1 -2.2 0.00
C 15.4471 13.7640 16.1508 0.6 -2.0 0.8 -0.14
C 16.1935 14.3802 17.2070 -0.2 0.4 -0.1 -0.02
C 17.1754 13.7168 17.8894 0.4 -0.7 -0.7 -0.04
C 17.5285 12.4141 17.4671 -0.4 1.3 0.3 -0.02
C 16.8925 11.7996 16.4236 -0.2 -0.6 -0.4 -0.01
C 15.7856 12.3686 15.7919 -0.3 2.2 0.5 -0.29
O 15.0915 11.6549 14.9051 -1.0 1.2 -1.0 -0.21
H 10.0473 15.1543 12.3065 0.7 -0.1 0.5 0.12
H 10.2172 15.7678 13.9082 0.0 -0.1 -0.2 0.14
H 14.0351 15.3488 16.3375 -0.4 -0.7 -0.7 0.15
H 15.9808 15.4223 17.4814 -0.1 -0.5 -0.2 0.13
H 17.7686 14.1463 18.6847 -0.3 0.3 0.0 0.12
H 18.3264 11.9661 18.0113 0.5 -0.6 0.0 0.12
H 17.2239 10.8351 16.0717 -0.1 -0.3 0.1 0.12
O 14.9392 10.8932 12.4097 -0.2 -0.8 -0.5 -0.17
C 16.3626 11.1260 12.4832 0.7 -0.9 0.9 -0.13
C 16.6275 12.5817 12.1997 -0.8 1.1 1.2 -0.18
C 17.8056 13.0496 11.6451 -0.7 -0.3 -0.4 0.01
C 17.9528 14.3916 11.3434 -1.0 0.1 0.8 0.02
C 16.9312 15.3037 11.7039 1.2 -0.9 -1.0 0.01
C 15.7913 14.7931 12.2758 0.9 -0.7 0.3 -0.11
N 15.6608 13.4914 12.6042 0.2 -1.3 -1.2 -0.02
H 14.6897 9.9370 12.5756 0.5 1.5 -0.1 0.17
H 16.9680 10.5061 11.8033 -0.7 0.1 -0.2 0.15
H 16.6658 10.7938 13.5101 0.0 0.8 -0.7 0.13
H 18.5463 12.3555 11.2987 0.2 -0.3 0.1 0.13
H 18.8454 14.6339 10.8054 0.3 0.7 -0.1 0.13
H 17.0321 16.3395 11.4147 -0.2 0.1 0.2 0.13
H 14.9655 15.4173 12.4757 -0.8 0.6 0.4 0.09
Cl 9.4555 9.2890 18.2275 -0.7 0.7 -0.3 0.54
C 10.9343 8.5231 18.6605 0.9 -1.1 -0.3 -1.01
Cl 12.4089 9.2752 17.8647 -0.9 -0.4 0.5 0.42
H 10.8373 7.4776 18.3019 0.5 0.7 0.3 0.03
H 11.0379 8.5538 19.7452 0.3 0.1 -0.3 0.03
C 12.3504 12.2653 12.6488 1.6 0.4 0.1 -0.65
Ge 10.7646 11.2391 12.2221 -2.6 -2.0 0.3 0.95
C 10.6248 10.8387 10.3213 0.0 0.1 -1.8 -0.28
C 11.7764 10.7812 9.4980 -0.7 0.3 0.8 -0.14
C 11.6796 10.5137 8.1419 0.8 -0.2 -0.1 -0.08
C 10.4494 10.2540 7.5595 0.7 0.7 0.1 -0.07
C 9.3107 10.3161 8.3256 -1.1 -0.6 0.0 -0.07
C 9.3681 10.5500 9.6885 1.1 0.5 1.6 -0.08
C 10.8730 9.4043 12.9907 -0.2 0.1 0.2 -0.26
C 10.1954 8.9303 14.1402 1.0 0.0 -0.5 -0.09
C 10.4641 7.6457 14.5933 -0.2 -0.7 0.6 -0.08
C 11.3001 6.7425 13.9034 -0.7 0.4 1.0 -0.07
C 11.8654 7.1789 12.7302 0.6 0.0 -0.8 -0.09
C 11.6464 8.4937 12.2676 0.7 -0.2 -0.2 -0.12
C 9.1725 12.2385 12.9212 -0.8 0.0 0.2 -0.27
C 8.2652 12.8992 12.0650 -0.3 0.7 -0.2 -0.12
C 7.0402 13.4669 12.5484 1.4 -1.5 1.3 -0.05
C 6.7218 13.3402 13.9091 1.3 -0.6 -0.3 -0.05
C 7.6003 12.6531 14.7840 -0.5 0.9 -0.6 -0.06
C 8.7722 12.1091 14.2789 0.6 -0.1 0.2 -0.13
H 12.7559 10.9391 9.9470 0.0 0.1 -0.1 0.09
H 12.6088 10.5064 7.5604 -0.5 -0.1 0.1 0.12
H 10.3719 10.1077 6.5011 0.0 -0.2 -0.3 0.11
H 8.3552 10.1188 7.8212 0.3 0.1 0.5 0.12
H 8.4978 10.5002 10.3516 0.0 0.1 -0.6 0.11
H 9.5153 9.5705 14.6796 0.0 -0.1 0.1 0.07
H 10.0248 7.2899 15.5398 0.0 0.3 -0.6 0.11
H 11.4548 5.7392 14.3499 0.0 0.8 -0.6 0.13
H 12.5200 6.5006 12.1640 -0.4 0.4 0.1 0.11
H 12.1164 8.7905 11.3053 -0.4 -0.2 0.7 0.10
H 8.5295 13.0309 10.9967 -0.3 -0.2 0.7 0.10
H 6.2776 13.8954 11.9472 -0.1 0.4 -0.9 0.10
H 5.8046 13.7633 14.2648 -0.3 0.1 0.2 0.10
H 7.3764 12.6224 15.8585 0.1 -0.2 -0.6 0.12
H 9.3967 11.5882 15.0133 0.0 0.2 -0.4 0.09
```
Positions in Å, forces in eV/Å.

E_HOMO (spin up / spin down): -13.39 / -13.39 eV
Relative energy (zero: lowest compared OMol25 entry of this formula, charge and spin): 0.1603 eV
2S+1: 1
Max |F|: 3.60 eV/Å
Kohn-Sham gap (spin up / spin down): 5.87 / 5.87 eV
Charge: +2

---

2.
Here is one molecule with the formula C2H4N2P2 in a non-equilibrium geometry from the Open Molecules 2025 dataset. Energies are from ωB97M-V with the def2-TZVPD basis set.

Geometry as XYZ:
```
10
Properties=species:S:1:pos:R:3:forces:R:3:nbo_charge:R:1
C 1.7261 -0.8101 0.1390 -2.0 1.9 -0.6 -0.31
C -0.0872 1.2733 -0.1083 1.4 -1.6 0.1 -1.24
N 0.7442 -1.6368 0.0569 -3.8 1.3 0.1 -0.04
N -0.5618 -1.4103 -0.0438 1.9 -0.8 0.2 -0.67
P 1.6186 1.0223 0.0224 0.3 -1.2 -0.1 0.56
P -1.2480 0.0538 -0.0020 -0.7 0.6 -0.9 1.35
H 2.5903 -1.3332 0.0695 3.2 -0.8 0.3 0.21
H -0.4834 2.2166 0.0393 -0.6 2.0 0.3 0.26
H -2.2089 0.4813 0.9682 0.3 -0.8 0.1 -0.05
H -2.0900 0.1431 -1.1413 0.0 -0.5 0.3 -0.06
```
Positions in Å, forces in eV/Å.

E_HOMO (spin up / spin down): -6.46 / -8.77 eV
Relative energy (zero: lowest compared OMol25 entry of this formula, charge and spin): 0.6208 eV
2S+1: 3
Max |F|: 4.03 eV/Å
Kohn-Sham gap (spin up / spin down): 7.29 / 6.57 eV

---

3.
Here is C19H16N4PdSSe as an isolated structure in a non-equilibrium geometry from the Open Molecules 2025 dataset. Energies are from ωB97M-V with the def2-TZVPD basis set.

Geometry as XYZ:
```
42
Properties=species:S:1:pos:R:3:forces:R:3:nbo_charge:R:1
Pd 1.7546 -1.3000 -0.4103 0.6 1.6 1.3 0.61
N 1.9609 -1.3502 3.9975 0.0 0.0 0.1 -0.79
C 1.8362 -1.1483 2.6678 -0.3 0.1 -0.6 0.29
S 1.8629 -2.5694 1.6703 -0.3 0.3 -1.5 -0.18
N 1.6543 0.0833 2.2659 -0.2 0.8 1.5 -0.43
N 1.7702 0.3628 0.9841 0.5 -0.6 -1.2 -0.22
C 1.2183 1.4075 0.4289 0.3 -0.5 1.0 0.15
C 0.2841 2.2993 1.1478 -0.1 0.0 0.1 -0.12
C 0.6470 2.9092 2.3440 0.1 0.0 -0.1 -0.16
C -0.2586 3.7126 3.0128 0.1 0.1 0.0 -0.21
C -1.5305 3.9052 2.5012 0.0 0.0 0.1 -0.20
C -1.9068 3.2835 1.3220 -0.1 0.1 0.0 -0.23
C -1.0025 2.4885 0.6427 0.2 -0.1 0.1 -0.14
C 1.5326 1.6385 -0.9799 0.2 0.1 -0.5 0.19
C 1.0799 2.7698 -1.6624 0.1 -0.2 0.2 -0.24
C 1.3052 2.8733 -3.0218 0.2 -0.2 0.0 -0.14
C 2.0370 1.8856 -3.6632 0.1 0.0 0.2 -0.26
C 2.5286 0.8350 -2.8998 0.1 0.0 -0.4 0.08
N 2.2760 0.7015 -1.6079 -1.0 -0.8 0.4 -0.46
H 1.8641 -2.2832 4.3595 0.0 0.1 0.0 0.40
H 1.8595 -0.5613 4.6151 0.0 -0.1 -0.1 0.41
H 1.6390 2.7535 2.7395 0.0 0.0 0.0 0.23
H 0.0303 4.1921 3.9360 0.0 0.0 0.1 0.21
H -2.2283 4.5361 3.0290 -0.1 0.1 0.1 0.21
H -2.9072 3.4201 0.9364 0.0 0.0 0.0 0.22
H -1.2895 1.9877 -0.2720 -0.1 0.0 -0.1 0.21
H 0.5475 3.5395 -1.1292 -0.1 0.0 0.0 0.24
H 0.9126 3.7145 -3.5723 0.0 0.1 -0.1 0.22
H 2.2208 1.9265 -4.7254 0.1 0.0 0.0 0.23
H 3.1438 0.0616 -3.3451 -0.1 0.0 0.0 0.21
Se 0.0737 -1.7026 -2.0032 -0.2 -0.7 -0.4 -0.13
C -1.1624 -3.0776 -1.5130 0.1 0.1 -0.2 -0.19
C -2.3129 -2.7634 -0.7961 0.2 0.1 0.0 -0.23
C -3.2484 -3.7433 -0.5247 -0.2 -0.1 0.0 -0.21
C -3.0510 -5.0402 -0.9727 0.0 -0.1 0.0 -0.21
C -1.9133 -5.3526 -1.7008 0.0 -0.1 0.0 -0.21
C -0.9733 -4.3764 -1.9750 0.1 0.1 0.0 -0.22
H -2.4711 -1.7491 -0.4583 0.0 0.1 0.0 0.22
H -4.1440 -3.4896 0.0244 -0.1 0.0 0.1 0.21
H -3.7859 -5.8049 -0.7648 0.0 0.0 0.0 0.21
H -1.7590 -6.3597 -2.0664 0.0 0.0 0.0 0.21
H -0.0944 -4.6154 -2.5605 0.0 0.0 0.0 0.22
```
Positions in Å, forces in eV/Å.

E_HOMO (spin up / spin down): -7.33 / -7.33 eV
Relative energy (zero: lowest compared OMol25 entry of this formula, charge and spin): 1.4097 eV
2S+1: 1
Max |F|: 2.10 eV/Å
Kohn-Sham gap (spin up / spin down): 5.98 / 5.97 eV